An isolated molecule of C19H37N3O3, computed with the ωB97M-V functional and the def2-TZVPD basis.

Summary:
SMILES = CCOC(=O)N1CCC(N2CCN(CCC(C)C)[C@H](CCO)C2)CC1
LUMO energy = 0.75 eV
frontier orbital gap = 0.332 Eh
HOMO = -8.294 eV
ΔE to the lowest compared entry with this formula, charge and spin = 4.2 kcal/mol

```
62
Properties=species:S:1:pos:R:3:forces:R:3:lowdin_charge:R:1
O -5.2457 -1.1876 -0.3730 0.3 0.2 -0.1 -0.0163
O 4.8155 3.1000 -0.8206 0.5 -0.2 -0.1 -0.0630
O -5.5078 0.4401 1.1775 -0.3 0.0 0.3 0.0879
N -3.8869 0.6031 -0.3942 0.0 0.0 -0.2 -0.0383
N 2.9337 -0.2416 0.7030 -0.1 0.0 0.2 -0.1556
N 0.3321 0.7004 0.1599 0.1 0.0 -0.1 -0.1342
C -1.0275 0.8833 -0.3190 -0.2 -0.1 0.2 -0.3231
C -3.0896 0.0068 -1.4410 0.1 -0.4 -0.1 -0.1329
C -6.3974 -1.8457 0.1483 -0.5 -0.1 0.3 -0.2228
C 5.1957 -1.1441 0.1863 -0.2 -0.2 0.4 -0.1660
C 0.5442 -0.3806 1.1012 0.1 0.0 0.3 -0.1598
C -4.9215 -0.0126 0.2214 -0.1 -0.1 -0.2 -0.5367
C -7.6835 -1.2710 -0.4282 0.4 0.0 0.1 -0.0627
C -3.3039 1.7846 0.2037 -0.1 0.1 0.4 -0.1304
C 4.8754 -2.6392 0.0743 0.1 0.1 -0.3 -0.4339
C 6.0424 -3.3779 -0.5801 -0.2 0.1 0.3 -0.0870
C 1.3343 0.6219 -0.8825 0.2 0.0 -0.1 -0.1337
C -1.7057 -0.3668 -0.9072 0.1 0.4 -0.1 -0.1090
C 3.5942 -2.8781 -0.7189 0.0 -0.1 0.3 -0.0766
C 2.8185 2.2591 0.3200 0.3 0.1 -0.3 -0.1297
C 2.7187 0.8286 -0.2557 -0.1 0.2 -0.1 -0.2897
C 1.9238 -0.2290 1.7412 -0.2 -0.1 0.0 -0.1588
C 3.4216 3.2455 -0.6801 -0.5 0.0 0.2 -0.2652
C 4.3005 -0.3817 1.1710 0.2 0.0 -0.2 -0.1805
C -1.9258 1.4609 0.7810 0.0 0.1 -0.4 -0.1096
H -1.1024 -0.7807 -1.7166 0.0 -0.1 0.0 0.1170
H -6.2723 -2.8936 -0.1338 0.0 0.1 0.1 0.1217
H -8.5338 -1.8373 -0.0591 -0.1 -0.1 0.0 0.0760
H 1.3230 -0.3539 -1.3975 0.0 0.1 0.0 0.1263
H 1.1487 1.4078 -1.6179 0.0 0.0 0.0 0.1259
H 0.4989 -1.3659 0.6059 0.0 0.0 0.1 0.1230
H -3.6078 -0.8710 -1.8242 0.1 0.2 -0.1 0.1232
H -2.0489 0.7389 1.5886 0.0 0.0 0.1 0.1154
H 4.7677 0.5942 1.3822 -0.1 0.0 0.1 0.1145
H 6.2257 -1.0317 0.5334 0.1 0.1 -0.1 0.1138
H 3.4463 2.2644 1.2134 0.0 0.1 0.0 0.1129
H 3.4670 0.6971 -1.0465 0.0 0.0 0.0 0.1358
H -1.8167 -1.1266 -0.1321 0.0 -0.1 0.0 0.1211
H -3.2172 2.5584 -0.5672 0.0 0.0 0.0 0.1298
H 4.7389 -3.0376 1.0859 0.0 0.0 0.0 0.1333
H -7.6656 -1.3208 -1.5145 -0.1 0.0 -0.1 0.0763
H -2.9864 0.7398 -2.2505 0.0 -0.1 0.0 0.1307
H 1.8197 2.5894 0.6045 0.0 0.0 0.1 0.1115
H -0.9617 1.6367 -1.1157 0.0 0.0 0.0 0.1474
H -0.2160 -0.3424 1.8812 0.0 -0.1 0.0 0.1187
H 5.0128 2.1728 -0.9967 0.0 0.1 0.0 0.0700
H 6.2299 -2.9831 -1.5766 0.0 0.0 -0.1 0.0793
H 5.1330 -0.6937 -0.8059 0.1 0.1 -0.1 0.1073
H 1.9436 0.6934 2.3430 0.0 0.0 0.1 0.1253
H 3.2757 4.2711 -0.3331 -0.1 -0.1 -0.1 0.1191
H -7.7901 -0.2333 -0.1223 -0.1 0.1 0.0 0.0745
H 5.8187 -4.4385 -0.6697 0.0 -0.1 -0.1 0.0738
H 3.7237 -2.5509 -1.7490 0.0 0.1 -0.2 0.0821
H 2.9269 3.1385 -1.6578 0.0 0.1 0.1 0.1158
H 2.7757 -2.3181 -0.2780 -0.1 -0.1 -0.1 0.0486
H -1.4703 2.3617 1.1917 0.1 0.0 0.0 0.1215
H 4.2778 -0.9368 2.1119 0.0 0.0 0.0 0.1209
H -3.9821 2.1302 0.9850 0.1 0.0 -0.2 0.1234
H 6.9509 -3.2687 0.0084 0.1 0.0 0.0 0.0727
H -6.3995 -1.7500 1.2390 0.0 -0.1 -0.2 0.1202
H 3.3426 -3.9366 -0.7254 0.0 -0.2 -0.1 0.0749
H 2.1001 -1.0776 2.4070 0.0 0.0 0.0 0.1236
```
Positions in Å, forces in eV/Å.